1.
{"formula": "C22H72N2O14", "method": "ωB97M-V with the def2-TZVPD basis set", "orbital_gap_ev": 8.96, "homo_energy_ev": -8.9, "spin_multiplicity": 1, "e_tot_ev": -55620.9785, "lumo_ev": 0.107, "species": ["C", "C", "O", "H", "H", "H", "H", "H", "H", "C", "C", "O", "H", "H", "H", "H", "H", "H", "C", "C", "O", "H", "H", "H", "H", "H", "H", "C", "C", "O", "H", "H", "H", "H", "H", "H", "C", "C", "O", "H", "H", "H", "H", "H", "H", "C", "C", "O", "H", "H", "H", "H", "H", "H", "C", "C", "O", "H", "H", "H", "H", "H", "H", "C", "C", "O", "H", "H", "H", "H", "H", "H", "C", "O", "N", "N", "H", "H", "H", "H", "C", "O", "H", "H", "H", "H", "C", "O", "H", "H", "H", "H", "C", "O", "H", "H", "H", "H", "C", "O", "H", "H", "H", "H", "C", "O", "H", "H", "H", "H"], "coordinates": [[28.371, -1.013, -9.452], [28.639, -2.497, -9.114], [27.775, -3.332, -9.906], [27.320, -0.745, -9.231], [28.465, -0.774, -10.482], [29.101, -0.379, -9.003], [28.347, -2.664, -8.062], [29.727, -2.781, -9.252], [26.830, -3.082, -9.693], [32.025, -7.178, -5.176], [31.900, -8.538, -4.669], [30.738, -9.080, -5.182], [31.229, -6.563, -4.902], [32.198, -7.158, -6.277], [32.847, -6.633, -4.854], [31.786, -8.610, -3.564], [32.700, -9.154, -4.967], [30.183, -9.396, -4.466], [27.886, -0.755, -6.011], [29.297, -0.740, -5.483], [30.119, -1.677, -6.179], [27.525, -1.781, -6.055], [27.786, -0.289, -6.928], [27.206, -0.256, -5.321], [29.319, -1.104, -4.483], [29.740, 0.327, -5.507], [30.760, -1.142, -6.700], [27.220, -8.372, -3.718], [27.357, -9.054, -5.054], [27.735, -8.133, -5.967], [26.701, -7.430, -3.733], [28.170, -8.089, -3.345], [26.883, -9.020, -2.871], [26.418, -9.491, -5.342], [28.040, -9.912, -4.977], [27.578, -8.510, -6.850], [32.760, -0.518, -3.478], [32.156, -1.940, -3.475], [31.087, -1.863, -2.543], [33.581, -0.474, -4.162], [33.030, -0.328, -2.438], [32.090, 0.234, -3.832], [32.796, -2.726, -3.037], [31.806, -2.355, -4.396], [30.455, -2.502, -2.817], [24.798, -5.261, -6.973], [26.233, -5.448, -6.450], [26.855, -4.165, -6.560], [24.761, -4.813, -7.980], [24.255, -4.631, -6.281], [24.261, -6.234, -7.045], [26.785, -6.187, -7.039], [26.177, -5.651, -5.385], [27.749, -4.364, -6.411], [32.344, -5.889, -0.820], [31.660, -5.479, -2.117], [30.553, -6.284, -2.284], [31.640, -5.907, -0.019], [33.174, -5.248, -0.591], [32.659, -6.885, -1.013], [32.293, -5.515, -2.954], [31.319, -4.441, -1.982], [30.006, -5.995, -3.035], [30.068, -5.774, -9.637], [29.192, -5.975, -8.437], [29.897, -6.275, -7.287], [30.885, -5.084, -9.418], [29.633, -5.428, -10.613], [30.502, -6.656, -9.900], [28.442, -6.725, -8.612], [28.588, -5.076, -8.313], [30.268, -7.169, -7.401], [29.038, -4.504, -4.365], [28.842, -3.494, -3.426], [28.785, -5.742, -4.107], [29.540, -4.299, -5.520], [28.252, -5.943, -3.189], [28.771, -6.559, -4.752], [29.726, -3.285, -5.808], [29.746, -5.105, -6.166], [25.346, -2.677, -3.907], [24.865, -1.317, -4.124], [24.839, -3.167, -3.145], [26.405, -2.891, -3.802], [24.881, -3.299, -4.675], [23.942, -1.285, -4.474], [26.418, -4.958, -1.746], [27.437, -5.922, -1.713], [25.570, -5.243, -1.216], [26.167, -4.807, -2.816], [26.796, -3.952, -1.378], [27.457, -6.405, -0.866], [27.938, -1.064, -1.452], [29.144, -0.718, -0.828], [27.658, -2.043, -1.106], [28.022, -1.151, -2.540], [27.238, -0.394, -0.933], [29.906, -0.889, -1.418], [29.253, -3.783, 0.074], [29.147, -5.142, 0.301], [30.264, -3.494, 0.336], [28.531, -3.165, 0.627], [29.119, -3.554, -0.965], [29.468, -5.551, -0.551], [32.327, -3.671, -7.381], [32.795, -4.992, -7.232], [32.951, -3.174, -8.092], [32.416, -3.227, -6.335], [31.238, -3.670, -7.628], [32.138, -5.544, -6.853]], "lowdin_charge": [-0.083, -0.298, -0.115, 0.088, 0.057, 0.056, 0.074, 0.120, 0.114, -0.085, -0.316, -0.060, 0.041, 0.094, 0.068, 0.135, 0.104, 0.074, -0.058, -0.269, -0.142, 0.065, 0.029, 0.084, 0.068, 0.151, 0.121, -0.071, -0.353, -0.078, 0.058, 0.040, 0.109, 0.112, 0.112, 0.117, -0.048, -0.277, -0.116, 0.059, 0.085, 0.057, 0.111, 0.068, 0.004, -0.066, -0.283, -0.087, 0.077, 0.048, 0.082, 0.088, 0.094, -0.015, -0.042, -0.329, -0.088, 0.061, 0.077, 0.063, 0.083, 0.100, 0.007, -0.054, -0.317, -0.102, 0.070, 0.108, 0.037, 0.111, 0.089, 0.122, -0.588, -0.099, 0.156, 0.193, 0.099, 0.121, 0.106, 0.083, -0.135, -0.128, 0.038, 0.059, 0.059, 0.093, -0.116, -0.158, 0.069, 0.066, 0.093, 0.121, -0.167, -0.131, 0.019, 0.071, 0.095, 0.048, -0.193, -0.136, 0.085, 0.094, 0.037, 0.063, -0.146, -0.117, 0.079, 0.087, 0.056, -0.015]}

---

2.
{"formula": "C4H10N2O2", "method": "ωB97M-V with the def2-TZVPD basis set", "orbital_gap_ev": 7.13, "homo_energy_ev": -9.2, "spin_multiplicity": 1, "e_tot_ev": -11380.7912, "lumo_ev": -2.117, "species": ["C", "O", "C", "C", "C", "N", "O", "N", "H", "H", "H", "H", "H", "H", "H", "H", "H", "H"], "coordinates": [[-0.746, -1.515, -1.089], [0.155, -2.209, -1.607], [-0.025, 0.148, -0.830], [-0.015, 0.523, 0.491], [-0.871, 1.674, 0.894], [-0.703, 2.063, 2.222], [-1.606, 2.280, 0.156], [1.306, 0.173, -1.450], [-1.576, -1.271, -1.769], [-1.005, -1.890, -0.102], [1.233, 0.580, -2.389], [-0.730, 0.799, -1.334], [0.602, 0.020, 1.232], [2.598, -2.104, 1.009], [-0.529, 1.310, 2.867], [-1.534, 2.558, 2.506], [1.543, -0.802, -1.685], [1.905, -2.337, 0.879]], "lowdin_charge": [-0.289, -0.095, -0.300, 0.064, -0.512, 0.143, 0.084, 0.054, 0.125, 0.097, 0.088, 0.125, 0.116, 0.032, 0.090, 0.103, 0.059, 0.017]}

---

3.
{"formula": "C6H7O2S", "method": "ωB97M-V with the def2-TZVPD basis set", "orbital_gap_ev": 6.84, "homo_energy_ev": -3.3, "charge": -1, "spin_multiplicity": 1, "e_tot_ev": -21260.9437, "lumo_ev": 3.588, "species": ["C", "C", "C", "C", "C", "C", "O", "O", "S", "H", "H", "H", "H", "H", "H", "H"], "coordinates": [[2.911, -4.058, -1.289], [0.608, -1.426, -1.030], [2.098, -4.873, -0.445], [-1.167, 0.239, -0.859], [0.480, -0.092, 1.048], [0.344, -0.115, -0.372], [3.338, -4.576, 0.056], [1.133, -5.452, -0.115], [2.126, -1.985, -0.719], [-1.757, -0.532, -0.483], [-1.081, 0.025, -1.985], [-1.546, 1.223, -0.628], [-0.072, 0.782, 1.502], [1.562, 0.025, 1.384], [-0.001, -0.968, 1.543], [1.020, 0.598, -0.872]], "lowdin_charge": [-0.159, -0.501, -0.691, -0.103, -0.183, -0.648, -0.088, 0.086, 0.768, 0.025, 0.077, 0.045, 0.081, 0.083, 0.092, 0.116]}

---

4.
{"formula": "C31H22F6N7O4PTi", "method": "ωB97M-V with the def2-TZVPD basis set", "orbital_gap_ev": [5.14, 4.62], "homo_energy_ev": [-10.2, -10.2], "charge": 1, "spin_multiplicity": 2, "e_tot_ev": -99834.0568, "lumo_ev": [-5.040, -5.563], "s2": 0.778, "species": ["Ti", "O", "C", "N", "C", "C", "C", "C", "C", "C", "N", "C", "O", "C", "C", "C", "C", "C", "N", "C", "C", "C", "C", "C", "N", "H", "H", "H", "H", "H", "H", "H", "H", "H", "H", "H", "H", "O", "C", "C", "C", "C", "C", "C", "C", "O", "N", "N", "C", "C", "C", "C", "C", "C", "N", "H", "H", "H", "H", "H", "H", "H", "H", "H", "H", "F", "P", "F", "F", "F", "F", "F"], "coordinates": [[0.567, 0.313, -0.120], [-3.055, -1.390, 0.261], [-2.566, -0.997, -0.783], [-1.623, 0.108, -0.800], [-2.123, 1.391, -0.995], [-3.482, 1.777, -0.959], [-3.870, 3.028, -1.454], [-2.891, 4.061, -1.615], [-1.542, 3.798, -1.531], [-1.144, 2.401, -1.334], [0.155, 2.000, -1.217], [1.218, 2.750, -1.738], [1.142, 3.734, -2.443], [2.520, 2.271, -1.379], [3.663, 3.050, -1.579], [4.904, 2.562, -1.240], [5.028, 1.184, -0.946], [3.908, 0.404, -0.828], [2.660, 0.951, -1.023], [-2.844, -1.740, -2.033], [-3.613, -2.962, -2.027], [-3.703, -3.733, -3.160], [-3.166, -3.221, -4.310], [-2.621, -1.954, -4.267], [-2.332, -1.262, -3.155], [-4.104, 0.960, -0.715], [-4.925, 3.359, -1.535], [-3.221, 5.075, -1.816], [-0.761, 4.542, -1.685], [3.528, 4.060, -2.006], [5.806, 3.154, -1.176], [6.053, 0.694, -0.866], [4.014, -0.705, -0.599], [-4.083, -3.220, -1.044], [-4.216, -4.668, -3.141], [-3.249, -3.777, -5.289], [-2.452, -1.408, -5.213], [-0.771, -1.419, 4.643], [-0.632, -0.173, 4.965], [-0.827, 0.309, 6.296], [-1.027, 1.656, 6.545], [-0.871, 2.617, 5.557], [-0.509, 2.217, 4.273], [-0.439, 0.877, 3.929], [-0.344, 0.426, 2.513], [-0.248, 1.259, 1.476], [-0.415, -0.885, 2.322], [-0.078, -1.246, 1.148], [-0.047, -2.466, 0.617], [0.562, -2.563, -0.679], [0.555, -3.703, -1.492], [1.115, -3.614, -2.799], [1.483, -2.329, -3.336], [1.515, -1.288, -2.455], [1.008, -1.384, -1.197], [-0.640, -1.423, 3.549], [-1.021, -0.452, 7.027], [-1.472, 1.953, 7.545], [-1.180, 3.682, 5.700], [-0.432, 2.953, 3.432], [-0.548, -3.267, 1.186], [0.316, -4.661, -1.028], [1.189, -4.524, -3.365], [1.735, -2.184, -4.397], [1.947, -0.297, -2.750], [2.115, 0.119, 1.517], [3.265, -0.989, 2.414], [3.241, -1.875, 0.979], [4.224, -2.100, 3.130], [1.951, -1.715, 2.985], [3.216, 0.016, 3.714], [4.482, -0.117, 1.796]], "lowdin_charge": [1.302, 0.120, -0.394, 0.110, -0.189, 0.022, -0.013, -0.036, 0.036, -0.145, 0.017, -0.419, 0.128, -0.177, 0.031, 0.001, -0.022, -0.107, 0.021, -0.212, 0.022, -0.064, -0.059, -0.132, 0.129, 0.104, 0.126, 0.119, 0.114, 0.143, 0.123, 0.152, 0.135, 0.137, 0.113, 0.138, 0.121, 0.064, -0.254, 0.003, -0.074, -0.096, -0.035, -0.055, -0.288, -0.099, 0.059, -0.084, 0.010, -0.236, 0.035, 0.029, -0.011, -0.098, -0.011, 0.069, 0.112, 0.136, 0.120, 0.133, 0.167, 0.132, 0.113, 0.128, 0.132, -0.270, 0.396, -0.199, -0.129, -0.122, -0.136, -0.137]}

---

5.
{"formula": "C25H45InN7O7P3S", "method": "ωB97M-V with the def2-TZVPD basis set", "orbital_gap_ev": 9.53, "homo_energy_ev": -14.1, "charge": 2, "spin_multiplicity": 1, "e_tot_ev": -95290.1204, "lumo_ev": -4.550, "species": ["In", "C", "N", "C", "C", "N", "C", "P", "C", "N", "C", "C", "N", "C", "C", "N", "C", "C", "N", "C", "H", "H", "H", "H", "H", "H", "H", "H", "H", "H", "H", "H", "H", "H", "H", "C", "C", "C", "O", "P", "O", "C", "P", "O", "O", "C", "C", "C", "O", "C", "C", "C", "O", "C", "C", "C", "H", "H", "H", "H", "H", "H", "H", "H", "H", "H", "H", "H", "H", "H", "H", "H", "H", "H", "H", "H", "H", "H", "H", "H", "H", "H", "H", "H", "H", "H", "O", "S", "N"], "coordinates": [[0.083, -0.206, -0.224], [-1.203, -4.543, 3.270], [-0.458, -3.761, 2.287], [0.681, -4.190, 1.662], [1.052, -3.200, 0.804], [0.150, -2.178, 0.894], [-0.757, -2.537, 1.798], [-2.170, -1.524, 2.356], [-1.244, 0.009, 2.693], [-0.353, 0.564, 1.881], [0.087, 1.708, 2.482], [-0.548, 1.840, 3.683], [-1.386, 0.766, 3.804], [-2.230, 0.490, 4.964], [-2.826, -1.098, 0.709], [-2.123, -0.606, -0.307], [-2.978, -0.458, -1.362], [-4.218, -0.866, -0.973], [-4.112, -1.266, 0.332], [-5.221, -1.789, 1.124], [-0.505, -4.970, 3.986], [-1.751, -5.341, 2.774], [-1.901, -3.899, 3.796], [1.125, -5.145, 1.883], [1.911, -3.147, 0.160], [0.803, 2.356, 2.007], [-0.478, 2.595, 4.446], [-2.376, 1.416, 5.511], [-1.754, -0.241, 5.615], [-3.199, 0.118, 4.640], [-2.649, -0.039, -2.296], [-5.155, -0.894, -1.501], [-6.063, -1.104, 1.060], [-4.916, -1.880, 2.162], [-5.517, -2.767, 0.748], [6.678, -1.378, -0.427], [5.723, -2.321, -1.119], [5.920, -2.374, -2.618], [4.331, -1.975, -0.755], [3.367, -0.898, -1.338], [2.257, -0.685, -0.363], [2.737, -1.565, -2.899], [1.096, -0.995, -3.357], [0.116, -1.102, -2.229], [1.191, 0.491, -3.826], [1.763, 0.929, -5.118], [0.682, 1.698, -5.840], [2.990, 1.753, -4.817], [0.750, -1.916, -4.565], [-0.601, -1.873, -5.181], [-0.395, -1.987, -6.671], [-1.422, -2.993, -4.587], [4.160, 0.387, -1.722], [4.105, 1.674, -0.971], [4.518, 1.478, 0.471], [5.020, 2.617, -1.715], [7.694, -1.758, -0.535], [6.453, -1.304, 0.636], [6.639, -0.386, -0.877], [5.818, -3.322, -0.700], [5.815, -1.383, -3.065], [5.232, -3.071, -3.096], [6.933, -2.718, -2.823], [2.671, -2.650, -2.788], [3.434, -1.349, -3.710], [2.028, 0.028, -5.678], [0.383, 2.570, -5.257], [-0.200, 1.082, -6.013], [1.058, 2.039, -6.804], [2.717, 2.626, -4.222], [3.434, 2.100, -5.750], [3.738, 1.178, -4.272], [-1.039, -0.903, -4.927], [0.092, -2.931, -6.915], [0.214, -1.168, -7.055], [-1.361, -1.957, -7.176], [-0.960, -3.956, -4.807], [-2.420, -2.983, -5.027], [-1.515, -2.879, -3.508], [3.065, 1.995, -1.031], [5.560, 1.168, 0.542], [3.889, 0.751, 0.983], [4.418, 2.434, 0.987], [6.048, 2.255, -1.682], [4.988, 3.597, -1.239], [4.720, 2.731, -2.754], [-1.328, 1.889, -2.446], [-0.210, 2.537, -1.770], [0.562, 1.777, -0.755]], "lowdin_charge": [0.698, 0.002, -0.107, -0.013, -0.069, 0.014, -0.420, 1.205, -0.433, -0.002, -0.080, -0.014, -0.108, 0.001, -0.422, 0.009, -0.079, -0.010, -0.108, 0.002, 0.105, 0.106, 0.066, 0.139, 0.104, 0.113, 0.137, 0.102, 0.103, 0.083, 0.099, 0.139, 0.106, 0.064, 0.106, -0.034, -0.380, -0.043, -0.161, 0.474, -0.295, -0.185, 0.481, -0.282, -0.194, -0.403, -0.020, -0.029, -0.163, -0.409, -0.026, -0.031, -0.177, -0.387, -0.031, -0.023, 0.100, 0.093, 0.074, 0.148, 0.084, 0.085, 0.102, 0.101, 0.088, 0.136, 0.093, 0.077, 0.102, 0.095, 0.103, 0.067, 0.134, 0.098, 0.077, 0.100, 0.097, 0.097, 0.071, 0.107, 0.081, 0.076, 0.099, 0.094, 0.100, 0.066, -0.521, 0.788, -0.434]}

---

6.
{"formula": "C2H3NS4", "method": "ωB97M-V with the def2-TZVPD basis set", "orbital_gap_ev": [6.53, 6.52], "homo_energy_ev": [-8.5, -8.5], "spin_multiplicity": 1, "e_tot_ev": -46951.3752, "lumo_ev": [-1.982, -1.974], "species": ["C", "C", "N", "S", "S", "S", "S", "H", "H", "H"], "coordinates": [[0.243, 0.942, 0.054], [0.659, -0.383, -0.035], [-0.888, 1.589, 0.269], [-2.715, -0.465, -0.914], [-2.432, 1.165, 0.073], [2.292, -0.433, -0.684], [0.006, -1.895, 0.493], [1.143, 1.721, -0.139], [2.950, -0.857, 0.399], [-1.258, -1.386, 0.485]], "lowdin_charge": [-0.416, -1.052, -0.403, 0.149, 0.459, 0.732, 0.766, 0.131, -0.126, -0.240]}